Record 1
Below is the molecule C2H6N4S at a distorted geometry, with properties calculated with wB97M-V/def2-TZVPD.

Geometry (Å):
H 0.699 0.477 1.443
N 1.704 0.528 1.059
C 2.034 -0.072 0.014
N 0.992 -0.891 -0.542
S -0.364 -1.358 0.377
C -1.498 0.030 0.154
N -0.766 1.149 -0.222
N -2.741 -0.114 0.210
H -3.220 -0.982 0.661
H 3.062 -0.173 -0.584
H 1.155 -1.436 -1.312
H 0.133 0.928 -0.666
H -1.190 1.913 -0.593

Properties
Net charge: 0
Energy relative to the best compared isomer or geometry (same formula, charge and spin) in eV: 1.938
SMILES: [H]/N=C\NS/C(N)=N\[H]
E_HOMO in Eh: -0.331
Gap between HOMO and LUMO in Eh: 0.35388

Record 2
Below is the molecule C9H7NO2S2 at a distorted geometry, with properties calculated with wB97M-V/def2-TZVPD.

Geometry (Å):
C 3.147 -1.152 0.421
C 2.632 -1.343 -0.855
C 2.455 -0.296 1.247
C 1.408 -0.880 -1.224
C 1.228 0.208 0.894
C 0.723 -0.054 -0.413
C -2.416 1.697 -0.285
C -3.291 0.773 -0.082
C -1.017 1.600 -0.334
N -0.439 0.519 -0.660
O -3.604 -1.809 -0.627
O -2.833 -1.269 1.680
S -0.165 3.129 -0.090
S -2.710 -1.047 0.243
H 4.064 -1.504 0.516
H 3.250 -1.883 -1.513
H 2.869 -0.018 2.230
H 0.941 -1.121 -2.217
H 0.710 0.878 1.529
H -2.642 2.775 -0.406
H -4.311 0.795 -0.052

Properties
Net charge: 0
Energy relative to the best compared isomer or geometry (same formula, charge and spin) in eV: 1.669
E_HOMO (alpha / beta) in Eh: -0.305 / -0.305
Gap between HOMO and LUMO (alpha / beta) in Eh: 0.16487 / 0.16502

Record 3
Below is C3H4AlO4 as an isolated structure at a distorted geometry, with properties calculated with wB97M-V/def2-TZVPD.

Geometry (Å):
C 0.241 0.325 1.644
C 0.494 -0.007 0.291
O -0.118 0.909 -0.630
C -0.706 0.404 -1.701
O -0.116 -0.512 -2.358
O -1.975 0.369 -1.783
O 1.414 0.510 2.401
Al -1.541 -1.305 -2.159
H -0.460 1.164 1.781
H -0.435 -1.375 -0.253
H 1.666 -0.325 2.797
H 1.536 -0.157 -0.030

Properties
Net charge: +1
Energy relative to the best compared isomer or geometry (same formula, charge and spin) in eV: 3.765
E_HOMO (alpha / beta) in Eh: -0.505 / -0.509
Gap between HOMO and LUMO (alpha / beta) in Eh: 0.23882 / 0.27250

Record 4
Below is a 3-piece molecular cluster, C4H12O4 overall at a distorted geometry, with properties calculated with wB97M-V/def2-TZVPD.

Geometry (Å):
C 0.518 -0.615 0.750
C -0.281 0.610 0.146
C -1.654 0.818 0.818
O -2.000 2.151 0.993
C 1.914 -0.786 0.152
O 1.979 -1.840 -0.781
H -0.156 -1.460 0.562
H 0.601 -0.404 1.825
H 0.329 1.479 0.297
H -0.297 0.357 -0.923
H -2.418 0.282 0.202
H -1.635 0.271 1.775
H 2.213 0.079 -0.462
H 2.660 -0.906 0.958
H -3.960 3.968 0.095
H -2.937 2.694 0.024
O -3.534 3.384 -0.532
H 2.835 -2.915 -2.586
H 2.842 -3.421 -1.195
O 2.980 -3.747 -2.118

Properties
Net charge: -2
Energy relative to the best compared isomer or geometry (same formula, charge and spin) in eV: 0.746
E_HOMO in Eh: -0.004
Gap between HOMO and LUMO in Eh: 0.23777

Record 5
Below is C33H29MnNO4PSi as an isolated structure at a distorted geometry, with properties calculated with wB97M-V/def2-TZVPD.

Geometry (Å):
Mn -0.373 0.468 -1.446
O 3.018 2.332 -2.137
C 1.838 2.007 -2.074
O 1.400 0.755 -2.136
C 0.790 3.070 -2.001
C 1.128 4.425 -2.137
C 0.149 5.385 -2.153
C -1.147 4.968 -1.902
C -1.429 3.640 -1.710
N -0.496 2.658 -1.807
H 2.166 4.645 -2.232
H 0.401 6.426 -2.323
H -2.010 5.676 -1.896
H -2.438 3.253 -1.536
O -4.507 -0.089 -1.111
C -3.391 0.111 -0.635
O -2.304 0.164 -1.397
C -3.297 0.305 0.882
C -4.520 0.326 1.598
C -4.585 0.538 2.976
C -3.401 0.618 3.716
C -2.198 0.533 3.074
C -2.128 0.440 1.658
P -0.470 0.449 0.999
C 0.362 1.939 1.614
C 1.740 2.065 1.606
C 2.324 3.219 2.104
C 1.536 4.292 2.542
C 0.161 4.177 2.499
C -0.418 3.026 2.026
C 0.380 -1.016 1.546
C -0.267 -1.940 2.382
C 0.510 -2.852 3.061
C 1.860 -2.974 2.832
C 2.491 -2.059 1.978
C 1.732 -1.143 1.273
H -5.405 0.204 0.971
H -5.517 0.603 3.538
H -3.435 0.766 4.790
H -1.277 0.566 3.637
H 2.410 1.280 1.266
H 3.390 3.306 2.196
H 2.044 5.194 2.901
H -0.455 4.997 2.827
H -1.507 2.960 1.954
H -1.352 -1.943 2.497
H 0.050 -3.567 3.715
H 2.477 -3.753 3.303
H 3.588 -2.113 1.848
H 2.180 -0.585 0.469
C -1.549 -3.486 -1.067
Si -0.400 -2.267 -2.087
C -1.101 -2.113 -3.865
C 1.259 -3.233 -2.186
C 2.371 -2.403 -2.350
C 3.652 -2.938 -2.244
C 3.820 -4.307 -2.080
C 2.717 -5.144 -1.865
C 1.438 -4.639 -1.951
H -1.655 -4.350 -1.739
H -2.555 -3.058 -0.856
H -1.036 -3.790 -0.138
H -1.272 -3.102 -4.322
H -0.474 -1.542 -4.569
H -2.071 -1.553 -3.868
H 2.248 -1.332 -2.548
H 4.490 -2.250 -2.261
H 4.838 -4.750 -2.152
H 2.895 -6.192 -1.633
H 0.590 -5.305 -1.863

Properties
Multiplicity: 6
⟨S²⟩: 9.204
Net charge: -1
Energy relative to the best compared isomer or geometry (same formula, charge and spin) in eV: 0.434
E_HOMO (alpha / beta) in Eh: -0.046 / -0.183
Gap between HOMO and LUMO (alpha / beta) in Eh: 0.11519 / 0.27325

Record 6
Below is the molecule C4H6F2O at a distorted geometry, with properties calculated with wB97M-V/def2-TZVPD.

Geometry (Å):
O -2.062 0.787 -0.076
C -1.204 -0.346 0.136
C 0.190 0.124 -0.102
C 0.675 1.414 0.029
F 1.946 1.814 -0.023
C 1.264 -1.037 -0.102
F 2.512 -0.352 -0.017
H -3.078 0.536 -0.505
H -1.004 -0.718 1.301
H -1.382 -1.181 -0.498
H -0.016 2.374 0.128
H 1.174 -1.828 0.743
H 0.984 -1.588 -1.014

Properties
Net charge: 0
Energy relative to the best compared isomer or geometry (same formula, charge and spin) in eV: 3.412
SMILES: OC/C(=C/F)CF
E_HOMO in Eh: -0.332
Gap between HOMO and LUMO in Eh: 0.34844

Record 7
Below is C24H41MoN5O6Si2 as an isolated structure, with properties calculated with wB97M-V/def2-TZVPD.

Geometry (Å):
Mo -0.240 0.045 0.259
N -1.738 -2.610 -0.541
N -0.606 -3.396 -0.313
C 0.671 -2.851 -0.404
O 1.638 -3.577 -0.366
O 0.730 -1.537 -0.454
H -2.483 -2.933 0.063
H -2.044 -2.668 -1.507
H -0.643 -4.376 -0.544
O -2.437 1.244 2.622
N -1.833 2.150 2.052
O -1.972 3.326 2.305
O -0.981 1.850 1.107
C -2.102 2.459 -1.806
Si -2.137 0.643 -1.353
C -3.758 0.304 -0.452
C -2.182 -0.351 -2.963
C -3.290 -0.172 -3.800
C -3.409 -0.853 -5.003
C -2.414 -1.735 -5.402
C -1.304 -1.928 -4.591
C -1.194 -1.244 -3.387
H -2.946 2.665 -2.471
H -1.190 2.739 -2.334
H -2.190 3.085 -0.916
H -4.580 0.732 -1.035
H -3.781 0.768 0.536
H -3.955 -0.766 -0.350
H -4.080 0.518 -3.517
H -4.279 -0.696 -5.630
H -2.503 -2.268 -6.340
H -0.521 -2.611 -4.896
H -0.323 -1.423 -2.765
C 1.264 3.417 0.035
Si 1.807 1.626 -0.106
C 2.516 1.379 -1.864
C 1.344 1.506 -2.845
C 3.209 0.032 -2.086
C 3.514 2.503 -2.190
C 3.012 1.254 1.333
C 3.518 -0.194 1.308
C 4.235 2.182 1.317
C 2.244 1.530 2.638
H 2.133 4.078 -0.024
H 0.743 3.600 0.973
H 0.577 3.700 -0.767
H 0.571 0.752 -2.670
H 1.699 1.361 -3.872
H 0.869 2.489 -2.796
H 2.595 -0.819 -1.788
H 4.149 -0.027 -1.533
H 3.456 -0.078 -3.148
H 3.083 3.497 -2.053
H 3.816 2.420 -3.241
H 4.421 2.440 -1.587
H 4.256 -0.343 0.521
H 2.739 -0.935 1.113
H 4.004 -0.442 2.260
H 4.906 1.959 0.486
H 4.810 2.045 2.242
H 3.959 3.237 1.260
H 1.277 1.022 2.696
H 2.034 2.595 2.758
H 2.844 1.211 3.498
N -2.892 -3.212 6.041
C -1.599 -3.182 5.630
O -0.702 -3.742 6.222
C -1.313 -2.431 4.345
C 0.010 -2.128 4.073
C 0.310 -1.408 2.936
N -0.637 -1.012 2.077
C -1.910 -1.348 2.309
C -2.288 -2.039 3.442
H -3.067 -3.635 6.937
H -3.575 -2.567 5.688
H 0.788 -2.443 4.754
H 1.325 -1.128 2.699
H -2.637 -0.999 1.596
H -3.338 -2.260 3.578

Properties
Multiplicity: 3
⟨S²⟩: 2.049
Net charge: 0
Energy relative to the best compared isomer or geometry (same formula, charge and spin) in eV: 0.282
E_HOMO (alpha / beta) in Eh: -0.301 / -0.309
Gap between HOMO and LUMO (alpha / beta) in Eh: 0.26519 / 0.26998